[1]
{
  "formula": "C20H20N2O7S4V",
  "method": "ωB97M-V/def2-TZVPD",
  "elements": ["V", "C", "C", "S", "C", "C", "S", "C", "C", "S", "H", "H", "H", "H", "H", "H", "H", "H", "H", "H", "H", "H", "O", "C", "O", "C", "C", "C", "C", "C", "C", "N", "O", "O", "H", "H", "H", "H", "O", "C", "N", "S", "O", "O", "C", "C", "C", "C", "C", "C", "H", "H", "H", "H"],
  "xyz": [[0.784, 0.515, 0.111], [1.488, 5.351, 0.034], [2.271, 4.467, -0.928], [1.583, 2.825, -1.390], [-0.131, 3.236, -1.845], [-1.190, 3.261, -0.734], [-0.954, 2.157, 0.699], [-0.231, 3.241, 2.001], [1.293, 3.424, 2.047], [1.854, 5.129, 1.800], [0.414, 5.273, -0.115], [1.766, 6.388, -0.149], [3.265, 4.251, -0.537], [2.386, 4.979, -1.884], [-0.386, 2.477, -2.579], [-0.102, 4.203, -2.347], [-2.144, 2.933, -1.146], [-1.332, 4.255, -0.318], [-0.578, 2.759, 2.916], [-0.748, 4.196, 1.923], [1.801, 2.804, 1.322], [1.679, 3.153, 3.028], [1.925, -0.133, 3.708], [1.231, -0.372, 2.770], [1.110, 0.437, 1.693], [0.420, -1.618, 2.558], [0.928, -2.840, 2.982], [0.250, -4.006, 2.669], [-0.920, -3.927, 1.932], [-1.468, -2.715, 1.547], [-0.795, -1.551, 1.870], [-1.598, -5.166, 1.523], [-1.342, -6.175, 2.142], [-2.377, -5.082, 0.590], [1.858, -2.868, 3.533], [0.621, -4.975, 2.972], [-2.408, -2.694, 1.014], [-1.247, -0.597, 1.625], [-2.217, 0.089, -1.042], [-1.238, -0.441, -1.512], [0.012, 0.168, -1.516], [1.207, -0.894, -1.930], [2.019, -0.404, -2.987], [1.890, -1.115, -0.640], [0.129, -2.235, -2.348], [0.408, -3.480, -2.868], [-0.674, -4.315, -3.125], [-1.978, -3.909, -2.859], [-2.241, -2.652, -2.330], [-1.171, -1.812, -2.082], [1.421, -3.798, -3.073], [-0.495, -5.297, -3.542], [-2.800, -4.580, -3.066], [-3.248, -2.320, -2.116]],
  "lowdin_charge": [0.78, -0.51, -0.46, 0.91, -0.46, -0.43, 0.95, -0.42, -0.54, 0.90, 0.05, 0.08, 0.08, 0.08, 0.07, 0.10, 0.08, 0.07, 0.08, 0.08, 0.01, 0.08, 0.19, -0.45, -0.23, -0.12, 0.03, 0.04, -0.12, 0.03, -0.01, -0.34, 0.11, 0.08, 0.14, 0.13, 0.13, 0.10, 0.09, -0.48, -0.24, 0.70, -0.22, -0.31, -0.20, -0.01, -0.02, -0.02, 0.03, -0.13, 0.13, 0.12, 0.12, 0.14],
  "e_tot_ev": -107397.01482,
  "spin_multiplicity": 3,
  "total_charge": 1,
  "fmax_ev_per_a": 6.76
}

[2]
{
  "formula": "C17H24N4O2S",
  "method": "ωB97M-V/def2-TZVPD",
  "elements": ["C", "C", "N", "C", "C", "O", "N", "C", "C", "C", "C", "C", "N", "C", "S", "C", "C", "C", "C", "O", "N", "C", "C", "C", "H", "H", "H", "H", "H", "H", "H", "H", "H", "H", "H", "H", "H", "H", "H", "H", "H", "H", "H", "H", "H", "H", "H", "H"],
  "xyz": [[-5.334, -2.003, 0.270], [-4.616, -0.727, 0.715], [-3.213, -0.622, 0.342], [-2.979, -0.504, -1.090], [-2.009, 0.619, -1.466], [-1.458, 0.648, -2.547], [-1.896, 1.589, -0.542], [-1.193, 2.835, -0.791], [0.269, 2.759, -0.352], [-1.926, 3.972, -0.088], [-2.382, -1.663, 0.935], [-0.944, -1.247, 0.854], [-0.179, -1.763, -0.046], [1.082, -1.290, -0.100], [2.225, -1.844, -1.280], [3.409, -0.769, -0.625], [2.957, -0.035, 0.427], [1.613, -0.319, 0.751], [0.771, 0.235, 1.782], [1.055, 1.065, 2.621], [-0.522, -0.299, 1.735], [4.008, 0.899, 0.926], [5.282, 0.391, 0.212], [4.815, -0.451, -0.998], [-4.906, -2.878, 0.753], [-6.385, -1.942, 0.538], [-5.260, -2.130, -0.808], [-5.124, 0.144, 0.292], [-4.671, -0.644, 1.806], [-3.914, -0.259, -1.602], [-2.595, -1.433, -1.529], [-2.364, 1.454, 0.341], [-1.220, 2.980, -1.877], [0.786, 3.672, -0.632], [0.756, 1.921, -0.844], [0.348, 2.633, 0.725], [-1.887, 3.834, 0.991], [-1.458, 4.922, -0.329], [-2.967, 4.009, -0.402], [-2.481, -2.629, 0.419], [-2.672, -1.783, 1.983], [-1.174, 0.067, 2.417], [3.761, 1.923, 0.633], [4.097, 0.878, 2.011], [5.846, -0.245, 0.895], [5.927, 1.212, -0.094], [4.841, 0.128, -1.925], [5.427, -1.342, -1.144]],
  "lowdin_charge": [-0.08, -0.25, -0.19, -0.10, -0.49, 0.06, 0.09, -0.41, -0.04, -0.06, -0.12, -0.31, 0.13, -0.51, 1.12, -0.49, -0.22, -0.11, -0.42, 0.07, 0.21, -0.11, -0.16, -0.17, 0.07, 0.07, 0.07, 0.12, 0.11, 0.13, 0.13, 0.13, 0.14, 0.08, 0.08, 0.07, 0.08, 0.08, 0.08, 0.13, 0.13, 0.16, 0.12, 0.12, 0.11, 0.10, 0.11, 0.11],
  "smiles": "CCN(CC(=O)NC(C)C)Cc1nc2sc3c(c2c(=O)[nH]1)CCC3",
  "e_tot_ev": -38910.95595,
  "spin_multiplicity": 1,
  "fmax_ev_per_a": 0.84
}